## one
15
Properties=species:S:1:pos:R:3:lowdin_charge:R:1 method="wB97M-V/def2-TZVPD" orbital_gap_ev=11.49 total_charge=+1 molar_mass_g_mol=92.19 lumo_ev=-2.82
C -0.542 -1.232 0.458 -0.368
N -0.095 -1.549 1.744 -0.001
H -0.391 -2.030 -0.266 0.103
H -1.507 -0.758 0.484 0.099
H 0.522 -2.342 1.791 0.100
H -0.766 -1.499 2.493 0.104
C 0.594 0.362 -2.008 -0.237
S 0.626 0.132 -0.210 1.062
C 0.016 1.668 0.473 -0.253
H 0.681 -0.608 -2.482 0.064
H 1.394 1.053 -2.227 0.062
H -0.347 0.852 -2.267 0.068
H 0.022 2.500 -0.216 0.069
H -0.940 1.519 0.979 0.067
H 0.732 1.933 1.255 0.062

## two
15
Properties=species:S:1:pos:R:3:lowdin_charge:R:1 method="wB97M-V/def2-TZVPD" orbital_gap_ev="8.28 / 8.28" total_charge=+1 molar_mass_g_mol=92.19 lumo_ev="-4.27 / -4.26"
C -2.109 -1.138 0.194 0.149
C 2.043 0.307 0.021 -0.024
C -0.276 0.280 -0.317 -0.623
N 0.744 -0.313 0.414 -0.111
S -0.566 1.954 0.089 0.816
H -1.852 -2.010 -0.395 0.033
H -1.962 -1.092 1.228 0.009
H -2.559 -0.387 -0.409 0.005
H 1.886 1.465 -0.031 0.096
H 2.819 0.059 0.835 0.133
H 2.274 -0.104 -1.015 0.129
H -0.335 0.060 -1.351 0.082
H 0.637 -0.103 1.428 0.187
H 0.481 -1.266 0.426 0.154
H -1.224 2.287 -1.117 -0.034

Calculated relative energies: one 0.0000; two 0.1317, given in hartree